One molecule with the formula C12H11F3 in a non-equilibrium geometry. Source: the Open Molecules 2025 dataset; level of theory: ωB97M-V/def2-TZVPD.

Properties
Net charge = 0
HOMO energy = -0.270 hartree
Kohn-Sham gap = 7.0062 eV
E_tot = -20771.0084 eV

Cartesian coordinates (Å):
C 0.947 -1.014 -1.061
C 2.224 -0.582 -0.931
C -1.446 -0.780 -0.669
C -0.187 -0.238 -0.696
C 0.161 1.154 -0.204
C 2.546 0.675 -0.397
C 1.520 1.577 -0.142
C -0.813 2.032 0.090
C -2.662 -0.076 -0.195
C -2.503 1.414 -0.379
C 4.041 0.995 -0.177
C -2.773 -0.235 1.340
F 1.743 2.850 0.310
F -0.742 3.312 0.429
F -2.707 1.783 -1.685
H 0.938 -2.073 -1.452
H 2.876 -1.361 -1.223
H -1.438 -1.707 -1.069
H -3.488 -0.536 -0.636
H -3.240 2.044 0.322
H 4.072 2.082 -0.105
H 4.702 0.737 -1.094
H 4.260 0.354 0.628
H -3.003 0.771 1.728
H -1.847 -0.582 1.795
H -3.620 -0.906 1.743

---

An isolated ion of composition C8H12BNO4P and charge +1 in a non-equilibrium geometry. Source: the Open Molecules 2025 dataset; level of theory: ωB97M-V/def2-TZVPD.

Properties
Net charge = +1
HOMO energy = -0.483 hartree
Kohn-Sham gap = 6.7688 eV
E_tot = -28119.8886 eV

Cartesian coordinates (Å):
C -3.062 1.421 -1.521
C -1.764 1.053 -2.460
B -0.327 0.999 -1.662
O 0.661 2.079 -2.011
C -0.006 -0.217 -0.579
N -0.707 -1.554 -0.862
C -0.563 -2.804 -0.022
C 0.426 -2.738 1.306
C 1.226 -1.340 1.718
C 2.154 -1.377 3.069
O 2.005 -2.457 3.879
O 3.106 -0.347 3.512
C 1.000 -0.055 0.725
P 1.885 1.608 1.038
O 3.098 1.799 0.001
H -4.000 0.889 -2.034
H -2.992 1.032 -0.417
H -3.260 2.586 -1.606
H -1.693 1.897 -3.286
H -1.961 0.041 -3.018
H 0.987 1.829 -2.945
H -1.360 -1.613 -1.690
H -1.162 -3.785 -0.332
H 0.561 -3.710 1.955
H 2.569 0.240 4.153
H 0.926 2.662 0.681
H 2.254 1.860 2.408

---

C22H36BNO6PPd as an isolated structure. Source: the Open Molecules 2025 dataset; level of theory: ωB97M-V/def2-TZVPD.

Properties
Net charge = -1
HOMO energy (alpha / beta) = -0.084 / -0.184 hartree
ΔE to the lowest compared entry with this formula, charge and spin = 3.1 kJ/mol
Multiplicity = 3
Kohn-Sham gap (alpha / beta) = 4.7382 / 7.4343 eV
E_tot = -50624.5085 eV

Cartesian coordinates (Å):
Pd 0.531 0.420 0.148
O -0.009 -0.796 4.370
C -0.233 -1.002 3.159
O -1.241 -0.688 2.489
C 0.854 -1.766 2.377
C 1.490 -2.824 2.990
C 2.395 -3.613 2.246
C 2.589 -3.319 0.931
C 1.919 -2.202 0.348
N 1.098 -1.397 1.111
C 2.104 -1.988 -1.029
O 2.719 -2.641 -1.860
O 1.402 -0.792 -1.534
H 1.259 -3.011 4.029
H 2.913 -4.444 2.707
H 3.243 -3.897 0.294
C 5.396 1.181 -3.154
C 4.089 1.419 -2.415
C 4.314 2.321 -1.208
O 3.606 0.161 -1.917
B 2.233 0.198 -1.991
O 1.762 1.320 -2.656
C 2.911 1.888 -3.323
C 2.961 1.269 -4.715
C 2.751 3.393 -3.420
H 6.156 0.851 -2.446
H 5.746 2.100 -3.629
H 5.283 0.410 -3.913
H 5.091 1.881 -0.583
H 3.402 2.390 -0.613
H 4.628 3.326 -1.495
H 3.115 0.190 -4.658
H 3.758 1.704 -5.321
H 2.008 1.456 -5.210
H 2.540 3.834 -2.450
H 1.936 3.641 -4.101
H 3.668 3.841 -3.812
C 0.229 5.008 1.688
C -0.042 3.799 0.791
C 0.958 3.781 -0.356
P -0.171 2.131 1.623
C 0.878 2.094 3.134
C 0.492 2.946 4.341
C 2.349 2.268 2.759
C -1.936 2.075 2.166
C -2.767 1.478 1.030
C -2.572 3.380 2.642
H 0.192 5.928 1.096
H 1.225 4.946 2.128
H -0.488 5.105 2.499
H -1.042 3.918 0.354
H 1.980 3.757 0.030
H 0.857 4.688 -0.961
H 0.824 2.913 -1.005
H 0.744 1.060 3.460
H 0.699 4.008 4.192
H 1.076 2.609 5.200
H -0.555 2.821 4.607
H 2.579 3.295 2.461
H 2.627 1.601 1.939
H 2.978 2.026 3.619
H -1.921 1.340 2.974
H -2.760 2.119 0.142
H -3.807 1.373 1.352
H -2.387 0.492 0.768
H -2.660 4.109 1.831
H -2.037 3.854 3.463
H -3.586 3.172 2.991

---

A 2-piece molecular cluster, C3H7ClNO overall in a non-equilibrium geometry. Source: the Open Molecules 2025 dataset; level of theory: ωB97M-V/def2-TZVPD.

Properties
Net charge = -1
HOMO energy = -0.154 hartree
ΔE to the lowest compared entry with this formula, charge and spin = 49.4 kJ/mol
Kohn-Sham gap = 7.8695 eV
E_tot = -19287.2693 eV

Cartesian coordinates (Å):
Cl 0.647 0.944 -3.276
C 1.366 1.180 0.207
C 0.367 0.262 0.800
O 0.299 0.021 2.032
N -0.374 -0.457 -0.043
C -1.501 -1.343 0.263
H 0.839 1.896 -0.424
H 2.097 0.726 -0.462
H 1.909 1.835 0.888
H -0.281 -0.356 -1.044
H -1.107 -2.238 0.744
H -2.075 -1.650 -0.612
H -2.187 -0.819 0.928